#w
This record from the Open Molecules 2025 dataset describes a single C3H5N3O molecule. The level of theory is ωB97M-V/def2-TZVPD.

Geometry as ORCA input:
```
! wB97M-V def2-TZVPD RIJCOSX def2/J DEFGRID3
* xyz 0 1
C -2.113 -0.070 -0.005
C -0.646 0.053 -0.224
N -0.069 1.238 -0.203
N 1.200 1.335 0.064
C 2.071 0.393 -0.004
N 1.715 -0.953 -0.308
O 0.184 -1.009 0.047
H -2.370 -0.391 1.098
H -2.545 1.039 -0.174
H -2.681 -0.578 -0.786
H 3.109 0.487 0.088
H 2.144 -1.544 0.408
*
```

The molecular weight is 99.1 g mol⁻¹. The value obtained for the HOMO energy is -0.3155 Eh.

These are the Löwdin partial charges, in e, on atoms 1 to 4: -0.03, -0.38, 0.01, -0.01

#x
This record from the Open Molecules 2025 dataset describes 2 unconnected molecules or ions with the total composition C3H5N3O. The level of theory is ωB97M-V/def2-TZVPD.

Geometry as ORCA input:
```
! wB97M-V def2-TZVPD RIJCOSX def2/J DEFGRID3
* xyz 0 1
N -1.927 -0.857 0.994
C -0.736 -1.468 1.112
N 0.314 -1.949 1.241
C 1.653 0.441 0.028
O 2.070 -0.511 -0.758
C 0.708 1.322 -0.684
N -0.557 1.316 -0.510
H -2.648 -1.445 0.597
H -1.803 0.037 0.507
H 2.676 -1.074 -0.246
H 1.235 2.094 -1.268
H -0.986 2.094 -1.011
*
```

The molecular weight is 99.1 g mol⁻¹. The value obtained for the HOMO energy is -0.3273 Eh.

These are the Löwdin partial charges, in e, on atoms 1 to 4: 0.08, -0.39, 0.12, -0.08

Most stable structure - #x; separation to the second - 105.2 kJ/mol.

#w
This record from the Open Molecules 2025 dataset describes 2 unconnected molecules or ions with the total composition C2H2OS. The level of theory is ωB97M-V/def2-TZVPD.

Geometry as ORCA input:
```
! wB97M-V def2-TZVPD RIJCOSX def2/J DEFGRID3
* xyz 0 1
C 0.634 -0.081 -0.549
C -0.248 -0.329 0.462
O 1.543 0.292 -1.177
S -1.055 -0.853 -0.998
H -0.275 -0.697 1.461
H -0.599 1.669 0.802
*
```

The molecular weight is 74.1 g mol⁻¹. The value obtained for the HOMO energy (spin up / spin down) is -0.3273 / -0.3510 Eh.

These are the Löwdin partial charges, in e, on atoms 1 to 4: -0.71, -0.47, 0.12, 0.83

#x
This record from the Open Molecules 2025 dataset describes a molecular structure, C2H2OS. The level of theory is ωB97M-V/def2-TZVPD.

Geometry as ORCA input:
```
! wB97M-V def2-TZVPD RIJCOSX def2/J DEFGRID3
* xyz 0 1
C -0.418 0.556 -0.010
C -0.156 -0.774 -0.119
O 1.087 1.003 -0.067
S 1.550 -0.581 -0.034
H -1.258 1.404 0.086
H -0.804 -1.607 0.143
*
```

The molecular weight is 74.1 g mol⁻¹. The value obtained for the HOMO energy is -0.3227 Eh.

These are the Löwdin partial charges, in e, on atoms 1 to 4: -0.17, -0.43, -0.52, 0.90

#y
This record from the Open Molecules 2025 dataset describes 2 unconnected molecules or ions with the total composition C2H2OS. The level of theory is ωB97M-V/def2-TZVPD.

Geometry as ORCA input:
```
! wB97M-V def2-TZVPD RIJCOSX def2/J DEFGRID3
* xyz 0 1
C -1.566 -0.990 0.419
C -1.725 0.063 -0.185
O 1.169 1.678 -0.215
S -1.863 1.542 -0.773
H -1.159 -1.721 1.046
H 1.651 2.470 -0.440
*
```

The molecular weight is 74.1 g mol⁻¹. The value obtained for the HOMO energy (spin up / spin down) is -0.3247 / -0.3242 Eh.

These are the Löwdin partial charges, in e, on atoms 1 to 4: 0.12, -0.74, -0.20, 0.85

Most stable structure - #x; separation to the second - 160.7 kJ/mol.